Record 1
The following is a quantum chemistry calculation of one molecule with the formula C4H11NOS at a distorted geometry, from the Open Molecules 2025 dataset.

```
! wB97M-V def2-TZVPD RIJCOSX def2/J DEFGRID3
* xyz 0 1
H 0.608 -0.994 1.367
O -1.633 2.479 1.275
C 0.521 -0.118 0.730
C -0.938 1.766 0.273
N -0.837 0.370 0.666
H 1.247 0.586 1.173
H 0.059 2.172 0.109
C 1.091 -0.483 -0.669
S -0.866 -2.286 -1.696
H -1.513 1.844 -0.647
H 0.661 0.199 -1.391
C 0.781 -1.913 -1.069
H -1.110 3.207 1.648
H -1.210 0.302 1.606
H 1.041 -2.585 -0.249
H 1.463 -2.236 -1.865
H 2.164 -0.283 -0.695
H -1.529 -2.027 -0.565
*
```

Output
* SMILES string: OCNCCCS
* lowest unoccupied orbital energy: 0.7 eV
* frontier orbital gap: 9.4 eV
* ΔE to the lowest compared entry with this formula, charge and spin: 32.5 kcal per mole
* HOMO level: -8.680 eV



Record 2
The following is a quantum chemistry calculation of an isolated ion of composition C2H5N2 and charge +1 at a distorted geometry, from the Open Molecules 2025 dataset.

```
! wB97M-V def2-TZVPD RIJCOSX def2/J DEFGRID3
* xyz 1 1
H -1.121 0.165 2.132
H 0.853 -1.099 -1.487
N -0.529 0.681 -0.853
C 0.714 -0.179 -0.852
C -0.205 0.087 0.215
H -1.044 1.486 -1.374
N -0.406 -0.282 1.416
H 0.102 -1.168 1.634
H 1.635 0.310 -0.830
*
```

Output
* SMILES string: [NH2+]=C1CN1
* lowest unoccupied orbital energy: -3.6 eV
* frontier orbital gap: 12.7 eV
* ΔE to the lowest compared entry with this formula, charge and spin: 22.4 kcal per mole
* HOMO level: -16.248 eV



Record 3
The following is a quantum chemistry calculation of one molecule with the formula C6H9N, from the Open Molecules 2025 dataset.

```
! wB97M-V def2-TZVPD RIJCOSX def2/J DEFGRID3
* xyz 0 1
C -0.983 0.323 0.448
C -0.397 -0.039 -0.741
C 2.005 -0.758 -1.502
H -2.450 1.833 0.937
H -0.898 -0.086 -1.701
H 2.447 0.105 -2.015
H 1.565 -1.401 -2.273
N -0.010 0.253 1.412
C -2.380 0.751 0.772
H -2.760 0.251 1.671
H -3.050 0.497 -0.053
C 1.178 -0.152 0.852
H 2.822 -1.316 -1.032
C 0.977 -0.341 -0.492
H 2.066 -0.278 1.457
H -0.153 0.446 2.389
*
```

Output
* SMILES string: Cc1c[nH]c(C)c1
* lowest unoccupied orbital energy: 1.1 eV
* frontier orbital gap: 8.9 eV
* ΔE to the lowest compared entry with this formula, charge and spin: 1.4 kcal per mole
* HOMO level: -7.820 eV



Record 4
The following is a quantum chemistry calculation of C31H26AsBHfO2 as an isolated structure at a distorted geometry, from the Open Molecules 2025 dataset.

```
! wB97M-V def2-TZVPD RIJCOSX def2/J DEFGRID3
* xyz 2 1
H 4.164 1.774 -2.796
H 4.201 2.913 0.674
H -0.238 -1.419 2.456
H -6.664 -0.145 0.837
H 0.127 -3.798 3.066
C -0.299 -2.189 1.698
C -1.503 3.866 2.135
H -0.946 -4.145 -3.075
C -0.174 -4.530 1.059
C 4.349 -1.329 -1.503
C -1.070 -0.951 -1.875
H 1.465 3.152 4.586
C -1.321 -0.269 -3.069
H -1.642 -0.474 -5.189
C -0.474 2.986 1.804
Hf 1.850 0.025 -0.755
H -0.505 -4.976 -1.014
H 4.050 -0.590 -3.483
H -0.014 -5.565 1.331
C 4.280 0.991 -2.065
O -0.347 2.289 0.666
H 5.639 3.112 -0.332
C -0.094 -3.531 2.041
C 0.642 3.355 3.914
As -0.893 -0.133 -0.224
O 1.439 1.863 2.148
C -5.599 -0.142 0.645
H 4.614 -1.783 0.565
C 4.489 1.334 -0.737
H 0.659 -1.060 -1.875
C -3.727 0.419 -0.784
C 4.531 -1.004 -0.175
C -1.312 -2.389 -4.255
H -3.366 0.863 -1.699
C 4.601 2.764 -0.330
H -2.235 5.192 3.674
H -5.103 -1.123 2.495
H -0.352 4.742 5.237
B 0.881 1.550 0.852
H -2.317 4.055 1.448
C -0.383 4.248 4.275
C -0.928 -2.336 -1.867
H 4.727 0.584 1.243
C 4.214 -0.333 -2.447
C -2.832 -0.142 0.142
C -5.102 0.417 -0.534
C -0.659 -2.844 -0.607
C -0.590 -1.858 0.371
C -4.719 -0.693 1.578
C -0.454 -4.192 -0.272
H -1.421 0.809 -3.077
C -1.051 -3.069 -3.058
H 4.034 3.404 -1.008
C 0.566 2.738 2.667
H -5.784 0.850 -1.255
C -3.342 -0.690 1.332
H 4.333 -2.361 -1.806
H -2.686 -1.117 2.073
C 4.597 0.321 0.205
C -1.445 -0.993 -4.261
H -1.409 -2.944 -5.179
C -1.451 4.503 3.388
*
```

Output
* lowest unoccupied orbital energy: -8.3 eV
* frontier orbital gap: 5.0 eV
* ΔE to the lowest compared entry with this formula, charge and spin: 25.0 kcal per mole
* HOMO level: -13.347 eV



What did the first record say?
The following is a quantum chemistry calculation of one molecule with the formula C4H11NOS at a distorted geometry, from the Open Molecules 2025 dataset.

```
! wB97M-V def2-TZVPD RIJCOSX def2/J DEFGRID3
* xyz 0 1
H 0.608 -0.994 1.367
O -1.633 2.479 1.275
C 0.521 -0.118 0.730
C -0.938 1.766 0.273
N -0.837 0.370 0.666
H 1.247 0.586 1.173
H 0.059 2.172 0.109
C 1.091 -0.483 -0.669
S -0.866 -2.286 -1.696
H -1.513 1.844 -0.647
H 0.661 0.199 -1.391
C 0.781 -1.913 -1.069
H -1.110 3.207 1.648
H -1.210 0.302 1.606
H 1.041 -2.585 -0.249
H 1.463 -2.236 -1.865
H 2.164 -0.283 -0.695
H -1.529 -2.027 -0.565
*
```

Output
* SMILES string: OCNCCCS
* lowest unoccupied orbital energy: 0.7 eV
* frontier orbital gap: 9.4 eV
* ΔE to the lowest compared entry with this formula, charge and spin: 32.5 kcal per mole
* HOMO level: -8.680 eV